{
  "formula": "C41H67BFN4O19",
  "method": "ωB97M-V/def2-TZVPD",
  "symbols": ["C", "O", "B", "O", "C", "C", "N", "C", "C", "C", "O", "C", "C", "O", "N", "C", "O", "F", "C", "C", "C", "C", "N", "N", "H", "H", "H", "H", "H", "H", "H", "H", "H", "H", "H", "H", "H", "H", "H", "H", "H", "H", "H", "H", "H", "H", "H", "H", "H", "O", "C", "O", "C", "C", "C", "H", "H", "H", "H", "H", "H", "O", "C", "O", "C", "C", "C", "H", "H", "H", "H", "H", "H", "O", "C", "O", "C", "C", "C", "H", "H", "H", "H", "H", "H", "O", "C", "O", "C", "C", "C", "H", "H", "H", "H", "H", "H", "O", "C", "O", "C", "C", "C", "H", "H", "H", "H", "H", "H", "O", "C", "O", "C", "C", "C", "H", "H", "H", "H", "H", "H", "O", "C", "O", "C", "C", "C", "H", "H", "H", "H", "H", "H"],
  "coordinates": [[-2.336, 0.352, -4.092], [-2.513, 1.627, -3.321], [-3.734, 1.341, -2.511], [-5.065, 1.715, -3.104], [-3.718, 0.581, -1.030], [-3.405, 1.580, 0.231], [-2.799, 0.866, 1.459], [-1.338, 0.970, 1.277], [-0.501, 0.634, 2.816], [1.209, 0.448, 2.659], [0.140, -0.778, 2.937], [-3.399, -0.504, 1.496], [-3.263, -1.279, 2.974], [-2.465, -2.319, 3.208], [-4.160, -0.808, 4.137], [-3.817, 0.601, 4.565], [-2.986, 0.867, 5.603], [-4.393, 1.830, 3.900], [-2.920, -1.495, 0.234], [-3.653, -2.943, 0.206], [-4.810, -3.181, -0.914], [-6.235, -2.422, -0.655], [-6.550, -2.117, 0.792], [-2.893, -0.702, -1.042], [-1.471, -0.295, -3.585], [-3.325, -0.297, -3.952], [-2.120, 0.547, -5.228], [-5.783, 1.408, -2.446], [-4.847, 0.219, -0.877], [-2.706, 2.475, -0.133], [-4.410, 2.106, 0.596], [-0.964, 2.092, 1.124], [-0.789, 0.222, 0.583], [-0.936, 1.214, 3.843], [1.909, -0.287, 3.200], [1.291, 1.237, 3.554], [-4.583, -0.361, 1.408], [-5.172, -0.827, 3.813], [-1.776, -1.724, 0.500], [-4.117, -3.292, 1.250], [-2.803, -3.753, -0.012], [-5.043, -4.353, -0.916], [-4.450, -2.953, -2.029], [-6.282, -1.485, -1.375], [-7.085, -3.172, -1.032], [-7.405, -2.703, 1.028], [-6.801, -1.096, 0.804], [-1.889, -0.382, -1.194], [-3.151, -1.209, -1.914], [3.996, 1.740, 2.189], [4.591, 0.822, 1.649], [5.488, 0.979, 0.631], [5.904, -0.307, 0.172], [5.632, -1.246, 1.318], [4.417, -0.632, 1.966], [5.325, -0.563, -0.722], [6.966, -0.279, -0.089], [5.482, -2.281, 1.000], [6.473, -1.226, 2.022], [3.489, -0.989, 1.511], [4.409, -0.802, 3.046], [-0.745, -2.613, -2.551], [0.404, -2.528, -2.152], [1.455, -2.105, -2.915], [2.661, -2.236, -2.164], [2.232, -2.248, -0.720], [0.879, -2.911, -0.783], [3.156, -3.168, -2.458], [3.326, -1.396, -2.385], [2.941, -2.760, -0.064], [2.119, -1.218, -0.358], [0.957, -4.000, -0.724], [0.208, -2.528, -0.011], [7.274, 2.607, 6.187], [6.332, 3.374, 6.076], [6.097, 4.430, 6.908], [4.857, 5.040, 6.553], [4.613, 4.640, 5.121], [5.246, 3.274, 5.048], [4.078, 4.667, 7.227], [4.934, 6.125, 6.666], [3.555, 4.648, 4.846], [5.142, 5.327, 4.449], [4.547, 2.485, 5.341], [5.659, 3.076, 4.056], [-6.983, 0.948, -1.278], [-7.380, 1.826, -0.529], [-6.926, 2.016, 0.744], [-7.683, 3.055, 1.362], [-8.258, 3.858, 0.224], [-8.460, 2.816, -0.847], [-8.461, 2.599, 1.983], [-7.030, 3.659, 1.998], [-9.174, 4.392, 0.493], [-7.523, 4.598, -0.116], [-9.433, 2.325, -0.759], [-8.327, 3.237, -1.846], [5.894, -0.012, -2.833], [5.197, 0.867, -3.313], [3.833, 0.886, -3.253], [3.347, 1.994, -4.008], [4.499, 2.962, -4.081], [5.698, 2.048, -4.086], [3.042, 1.637, -4.997], [2.478, 2.431, -3.506], [4.450, 3.626, -4.948], [4.516, 3.586, -3.178], [5.960, 1.728, -5.098], [6.556, 2.509, -3.591], [5.755, 1.884, -7.135], [4.944, 1.093, -7.590], [4.511, -0.025, -6.938], [3.655, -0.770, -7.803], [3.156, 0.223, -8.820], [4.317, 1.176, -8.948], [4.238, -1.576, -8.261], [2.837, -1.208, -7.225], [2.863, -0.240, -9.766], [2.285, 0.757, -8.420], [5.039, 0.839, -9.697], [3.980, 2.193, -9.166], [2.112, -3.590, 3.146], [1.518, -4.251, 3.981], [1.717, -5.585, 4.192], [0.780, -6.052, 5.161], [0.360, -4.826, 5.930], [0.440, -3.739, 4.888], [-0.060, -6.522, 4.638], [1.256, -6.795, 5.807], [-0.628, -4.922, 6.387], [1.084, -4.623, 6.729], [-0.491, -3.650, 4.322], [0.719, -2.780, 5.330]],
  "charge": 1,
  "homo_lumo_gap_ev": 7.30,
  "homo_energy_ev": -10.6
}